Molecular formula: CH4FNO2
Method: DFT, ωB97M-V/def2-TZVPD

Structure (ORCA input):
```
! wB97M-V def2-TZVPD RIJCOSX def2/J DEFGRID3
* xyz 0 1
O 0.71770 0.56744 1.15642
C 0.18592 0.16473 -0.06831
O 0.78660 -1.01067 -0.46710
N -1.20808 -0.12445 0.01900
F -1.76919 1.18346 -0.19213
H 0.74329 -0.21606 1.82159
H 0.28655 1.06253 -0.82164
H 1.81684 -0.94996 -0.61278
H -1.55963 -0.67701 -0.83504
*
```

Output
Orbital gap ... 11.11 eV
LUMO ... 0.5 eV
DFT total energy ... -9401.8052 eV
Highest occupied orbital energy ... -10.59 eV

natural (NBO) atomic charge list, values in e, 5 entries: atom 1 (O): -0.720, atom 2 (C): 0.468, atom 3 (O): -0.742, atom 4 (N): -0.221, atom 5 (F): -0.275